# 1
The following is a DFT calculation (ωB97M-V with the def2-TZVPD basis set) of a molecular structure, C2H6ClCrN2O4.

XYZ file:
```
16
Properties=species:S:1:pos:R:3:lowdin_charge:R:1
Cr 15.118 3.238 -12.979 1.061
Cl 16.466 5.052 -12.256 0.047
C 15.832 7.665 -14.280 0.054
N 14.651 6.761 -14.818 -0.417
O 14.206 5.876 -14.136 -0.048
O 14.284 7.105 -15.923 0.107
H 16.692 6.995 -14.255 0.049
H 15.626 7.943 -13.246 0.091
H 16.049 8.408 -15.048 0.100
C 18.843 4.061 -9.446 0.026
N 18.871 2.704 -8.785 -0.411
O 18.679 2.609 -7.584 0.089
O 19.116 1.775 -9.606 0.013
H 19.525 4.003 -10.295 0.094
H 19.154 4.825 -8.734 0.099
H 17.824 4.258 -9.781 0.044
```

Calculated values
Spin multiplicity = 5
Energy = -1994.3943 Eh
Gap between HOMO and LUMO (spin up / spin down) = 5.100 / 6.384 eV
Strongest force on any atom = 4.23 eV/A
Charge = +1
Energy relative to the best compared isomer or geometry (same formula, charge and spin) = 0.00 kJ/mol

---

# 2
The following is a DFT calculation (ωB97M-V with the def2-TZVPD basis set) of 16 unconnected molecules or ions with the total composition C3H38NO17.

XYZ file:
```
59
Properties=species:S:1:pos:R:3:lowdin_charge:R:1
O 0.804 1.050 -0.585 0.076
C 1.040 -0.227 -0.525 -0.495
C -0.207 -0.907 -1.025 -0.018
N -1.529 -0.378 -0.315 0.022
C -2.685 -1.098 -0.996 0.028
O 2.051 -0.692 -0.062 0.111
H 1.278 1.664 -0.033 0.048
H -0.076 -1.969 -0.837 0.080
H -0.328 -0.673 -2.093 0.113
H -1.370 -0.530 0.723 0.137
H -1.408 0.644 -0.505 0.128
H -3.538 -0.885 -0.293 0.119
H -2.457 -2.167 -0.893 0.092
H -2.841 -0.602 -1.927 0.077
H 2.741 -0.206 3.282 0.035
H 1.962 0.503 2.173 0.031
O 2.142 0.508 3.134 -0.041
H 1.024 2.447 -1.563 0.020
H 1.259 3.328 -2.960 0.039
O 0.681 3.000 -2.304 -0.031
H -1.344 0.241 4.598 0.063
H -1.439 1.531 3.753 0.009
O -1.937 0.780 4.015 -0.032
H 1.053 -2.229 -4.436 0.037
H 1.474 -2.488 -3.021 0.042
O 0.942 -1.828 -3.584 -0.069
H -0.563 1.672 -4.089 0.068
H -1.180 0.419 -4.901 0.113
O -1.161 0.875 -3.984 -0.101
H 0.147 -0.532 2.161 0.002
H -0.938 0.484 2.497 0.047
O -0.292 0.209 1.807 -0.022
H -2.546 1.666 -2.637 0.045
H -1.333 2.038 -1.979 -0.034
O -2.230 1.978 -1.792 -0.017
H -0.170 -4.322 1.060 0.068
H 0.843 -4.305 -0.008 0.026
O 0.376 -3.740 0.557 -0.006
H 0.095 -3.784 -2.698 0.013
H -1.197 -4.082 -1.583 0.011
O -0.531 -3.667 -2.033 -0.007
H 1.847 3.721 -0.209 0.129
H 1.614 3.555 1.256 0.043
O 2.016 3.031 0.558 -0.046
H 2.690 -2.273 1.770 0.090
H 1.298 -2.718 1.756 -0.001
O 1.808 -1.987 2.098 -0.066
H -1.219 3.739 2.754 0.045
H -0.348 4.897 2.124 0.033
O -0.310 4.060 2.591 -0.061
H -2.316 3.470 -0.433 -0.004
H -2.035 4.841 0.346 0.006
O -2.083 3.923 0.371 -0.021
H 0.760 -1.776 4.095 0.025
H 0.912 -0.316 4.308 -0.031
O 0.325 -1.007 4.434 -0.015
H 2.373 -2.414 -0.764 0.053
H 3.493 -3.344 -1.683 0.077
O 2.564 -3.129 -1.469 -0.085
```

Calculated values
Energy = -1470.6605 Eh
Gap between HOMO and LUMO = 11.048 eV
Strongest force on any atom = 4.06 eV/A
Charge = +1
Energy relative to the best compared isomer or geometry (same formula, charge and spin) = 557.07 kJ/mol

---

# 3
The following is a DFT calculation (ωB97M-V with the def2-TZVPD basis set) of a molecular structure, C17H36F8N6O17PbS8.

XYZ file:
```
93
Properties=species:S:1:pos:R:3:lowdin_charge:R:1
Pb 1.633 0.574 -0.642 1.623
C -0.088 -6.825 -2.027 0.021
C -0.423 -5.780 -0.906 -0.421
C -1.133 -6.517 0.233 -0.145
C -1.304 -5.795 1.587 -0.142
C -0.106 -5.032 2.164 -0.115
C 1.132 -4.990 1.237 -0.360
N 0.752 -5.070 -0.239 0.149
O 1.674 -4.536 -1.097 0.172
C 2.031 -6.219 1.580 -0.001
C 1.944 -3.620 1.476 0.025
C -1.335 -4.709 -1.492 -0.009
H -0.989 -7.283 -2.436 0.104
H 0.358 -7.563 -1.361 0.079
H 0.633 -6.578 -2.806 0.099
H -0.519 -7.369 0.526 0.100
H -2.020 -7.059 -0.095 0.138
H -1.776 -6.358 2.392 0.124
H -1.976 -5.006 1.249 0.103
H 0.123 -5.540 3.101 0.123
H -0.431 -4.068 2.555 0.113
H 2.329 -6.284 2.626 0.101
H 2.959 -6.351 1.024 0.097
H 1.533 -7.188 1.552 0.080
H 1.218 -2.895 1.107 0.059
H 2.798 -3.593 0.799 0.070
H 2.202 -3.403 2.512 0.105
H -2.180 -5.065 -2.081 0.111
H -0.765 -4.170 -2.249 0.067
H -1.772 -3.921 -0.880 0.083
C -2.732 8.002 2.294 -0.083
C -2.223 6.575 1.962 -0.206
C -2.993 6.054 0.685 -0.073
N -2.825 4.533 0.380 -0.226
C -3.268 3.780 1.629 0.023
C -1.350 4.156 0.032 -0.046
C -1.330 3.984 -1.527 -0.120
C -2.736 4.132 -2.040 -0.171
C -3.607 4.142 -0.868 -0.122
H -2.571 8.174 3.358 0.082
H -3.807 8.048 2.120 0.066
H -2.194 8.638 1.590 0.085
H -2.139 5.875 2.794 0.108
H -1.183 6.789 1.713 0.101
H -2.617 6.338 -0.297 0.139
H -4.043 6.289 0.859 0.122
H -2.350 3.674 2.207 0.102
H -3.584 2.782 1.326 0.097
H -4.002 4.251 2.283 0.110
H -1.201 3.151 0.427 0.106
H -0.643 4.810 0.541 0.102
H -0.862 3.056 -1.857 0.106
H -0.700 4.814 -1.849 0.105
H -2.989 3.277 -2.666 0.125
H -2.798 4.932 -2.777 0.127
H -4.016 3.134 -0.794 0.135
H -4.508 4.754 -0.926 0.137
N 0.220 -0.053 1.273 -0.415
S 0.370 -0.240 2.767 0.431
O 0.471 -1.622 3.366 -0.296
O -0.110 0.815 3.627 -0.258
F 1.925 0.117 2.744 -0.192
S -1.450 -0.486 1.307 0.583
O -2.320 -0.336 2.471 -0.241
O -1.572 -1.711 0.582 -0.269
F -1.990 0.639 0.261 -0.202
N 0.808 -0.238 -2.791 -0.444
S 0.226 0.520 -4.237 0.626
O -1.129 1.050 -4.212 -0.265
O 0.820 0.058 -5.484 -0.230
F 1.022 1.910 -4.060 -0.199
S 0.115 -1.506 -2.983 0.397
O 0.737 -2.501 -3.866 -0.248
O -1.346 -1.485 -2.805 -0.270
F 0.535 -1.926 -1.466 -0.284
N 3.787 -0.599 -0.769 -0.415
S 4.772 -1.690 -1.566 0.622
O 4.854 -3.006 -0.954 -0.260
O 5.851 -1.161 -2.458 -0.244
F 3.627 -2.025 -2.663 -0.213
S 4.878 -0.188 0.103 0.368
O 5.905 0.704 -0.478 -0.245
O 5.156 -0.989 1.351 -0.271
F 4.050 0.887 0.819 -0.230
N 1.983 2.844 -0.092 -0.417
S 2.726 4.069 -1.099 0.568
O 4.062 4.520 -0.782 -0.209
O 1.849 5.019 -1.793 -0.262
F 3.089 3.062 -2.277 -0.194
S 2.280 3.826 1.075 0.409
O 1.501 5.048 1.183 -0.270
O 3.583 3.752 1.691 -0.230
F 1.487 2.993 2.211 -0.212
```

Calculated values
Energy = -6453.6726 Eh
Gap between HOMO and LUMO = 5.891 eV
Strongest force on any atom = 15.00 eV/A

---

# 4
The following is a DFT calculation (ωB97M-V with the def2-TZVPD basis set) of 2 unconnected molecules or ions with the total composition C39H42N3.

XYZ file:
```
84
Properties=species:S:1:pos:R:3:lowdin_charge:R:1
C 6.281 1.025 -1.075 -0.053
C 4.849 1.471 -0.923 -0.279
C 3.836 0.899 -1.692 -0.007
C 2.493 1.274 -1.544 -0.197
C 1.473 0.757 -2.500 -0.031
C 2.155 2.209 -0.563 -0.135
N 0.809 2.694 -0.485 -0.032
C -0.348 1.995 -0.283 -0.041
N -1.356 2.870 -0.567 0.008
C -2.705 2.482 -0.668 -0.122
C -3.089 1.403 0.137 -0.186
C -2.067 0.858 1.033 -0.121
C -4.410 0.927 0.090 0.011
C -5.328 1.517 -0.775 -0.267
C -6.755 1.058 -0.764 -0.053
C -4.900 2.541 -1.628 -0.001
C -3.583 3.017 -1.625 -0.188
C -3.173 3.990 -2.678 -0.053
C -0.824 4.134 -0.898 -0.024
C 0.496 4.014 -0.908 -0.033
C 3.167 2.874 0.155 -0.210
C 2.815 4.003 1.062 -0.045
C 4.500 2.471 -0.009 -0.007
H 6.932 1.522 -0.347 0.079
H 6.381 -0.057 -0.923 0.072
H 6.686 1.236 -2.073 0.090
H 4.100 0.157 -2.444 0.127
H 0.459 1.061 -2.208 0.060
H 1.660 1.124 -3.526 0.099
H 1.505 -0.339 -2.546 0.085
H -2.394 -0.091 1.452 0.049
H -1.031 0.740 0.446 0.053
H -1.843 1.525 1.878 0.107
H -4.727 0.114 0.746 0.123
H -7.346 1.566 -1.529 0.077
H -6.819 -0.020 -0.942 0.079
H -7.226 1.250 0.207 0.087
H -5.598 2.991 -2.336 0.118
H -4.005 4.078 -3.382 0.080
H -3.005 4.994 -2.280 0.073
H -2.295 3.678 -3.258 0.096
H -1.435 4.977 -1.164 0.109
H 1.257 4.695 -1.253 0.127
H 3.663 4.234 1.710 0.082
H 2.578 4.921 0.509 0.081
H 1.959 3.754 1.698 0.090
H 5.288 2.954 0.579 0.121
C 2.493 -0.212 2.981 0.029
C 2.294 -1.261 1.969 -0.137
N 3.326 -1.913 1.383 0.006
C 4.727 -1.658 1.668 0.033
C 2.852 -2.913 0.525 -0.148
C 1.446 -2.955 0.654 -0.082
C 0.759 -4.043 0.132 0.002
C 1.466 -5.027 -0.572 -0.046
C 2.857 -4.936 -0.742 -0.051
C 3.577 -3.885 -0.152 0.005
C 1.066 -1.798 1.475 -0.068
C -0.198 -1.331 1.754 0.090
C -1.388 -2.093 1.424 -0.265
C -1.758 -2.299 0.073 -0.051
C -2.959 -2.909 -0.248 -0.026
C -3.794 -3.421 0.748 -0.261
C -5.014 -4.183 0.326 -0.045
C -3.421 -3.265 2.091 -0.021
C -2.253 -2.596 2.430 -0.009
H 1.513 0.052 3.397 0.090
H 3.118 -0.617 3.800 0.111
H 2.962 0.715 2.595 0.109
H 5.328 -2.410 1.160 0.090
H 5.007 -0.659 1.317 0.100
H 4.918 -1.720 2.745 0.109
H -0.306 -4.142 0.319 0.106
H 0.929 -5.887 -0.972 0.114
H 3.383 -5.690 -1.330 0.114
H 4.661 -3.811 -0.196 0.108
H -0.290 -0.447 2.397 0.130
H -1.091 -1.941 -0.715 0.135
H -3.237 -3.027 -1.295 0.128
H -5.615 -4.489 1.184 0.080
H -5.639 -3.575 -0.339 0.087
H -4.750 -5.088 -0.240 0.093
H -4.059 -3.686 2.873 0.121
H -1.988 -2.427 3.476 0.124
```

Calculated values
Energy = -1675.3097 Eh
Gap between HOMO and LUMO = 5.322 eV
Strongest force on any atom = 2.94 eV/A
Charge = +1
Energy relative to the best compared isomer or geometry (same formula, charge and spin) = 242.17 kJ/mol

---

# 5
The following is a DFT calculation (ωB97M-V with the def2-TZVPD basis set) of a molecular structure, C27H27N5O4S4Tl.

XYZ file:
```
68
Properties=species:S:1:pos:R:3:lowdin_charge:R:1
Tl 0.786 -0.908 0.185 0.775
C 6.603 -2.657 1.287 -0.480
S 6.115 -1.617 -0.114 0.717
C 4.539 -0.914 0.461 -1.137
S 3.446 -1.921 1.324 0.432
N 4.458 0.318 0.057 -0.144
N 3.326 0.989 0.400 -0.062
C 3.343 2.244 0.017 -0.145
C 2.331 3.129 0.417 -0.246
C 2.184 4.450 -0.068 -0.064
C 1.125 5.225 0.302 -0.117
C 0.130 4.695 1.190 -0.113
C 0.306 3.436 1.668 -0.109
N 1.379 2.692 1.330 0.108
H 7.407 -3.309 0.945 0.010
H 6.950 -2.032 2.110 0.020
H 5.737 -3.236 1.600 -0.029
H 4.154 2.616 -0.611 0.104
H 2.929 4.828 -0.758 0.100
H 1.009 6.229 -0.089 0.080
H -0.741 5.274 1.463 0.080
H -0.395 2.954 2.339 0.128
O 0.499 -3.570 -0.430 -0.293
N -0.345 -4.315 0.221 -0.247
C 0.133 -5.442 0.798 -0.046
C -0.664 -6.333 1.471 -0.107
C -2.025 -6.055 1.581 -0.122
C -2.513 -4.903 1.009 -0.129
C -1.692 -3.989 0.315 -0.711
S -2.302 -2.572 -0.398 0.542
H 1.199 -5.567 0.681 0.127
H -0.225 -7.227 1.894 0.086
H -2.683 -6.726 2.119 0.087
H -3.561 -4.651 1.072 0.083
N 2.253 0.698 3.588 -0.012
C 1.199 0.263 4.494 -0.213
C 0.113 -0.598 3.799 -0.698
O -0.555 -1.307 4.564 -0.047
O -0.034 -0.477 2.540 -0.239
H 3.036 1.102 4.086 0.063
H 1.595 1.835 1.864 0.098
H 2.606 -0.078 3.031 -0.008
H 0.684 1.152 4.880 0.099
H 1.551 -0.309 5.358 0.093
O -0.543 2.167 -1.294 -0.526
S -1.498 1.033 -1.215 0.871
C -3.133 1.797 -1.379 -0.346
C -4.255 1.103 -0.945 -0.072
C -5.480 1.753 -0.898 -0.090
C -5.575 3.087 -1.273 -0.108
C -4.444 3.773 -1.701 -0.093
C -3.216 3.129 -1.748 -0.070
C -1.441 0.290 -2.871 -0.351
C -2.244 -0.782 -3.231 -0.111
C -2.054 -1.382 -4.466 -0.081
C -1.071 -0.915 -5.329 -0.102
C -0.269 0.156 -4.956 -0.087
C -0.450 0.758 -3.718 -0.071
H -4.153 0.069 -0.625 0.097
H -6.359 1.225 -0.550 0.099
H -6.529 3.599 -1.216 0.091
H -4.517 4.816 -1.985 0.095
H -2.305 3.645 -2.031 0.108
H -2.982 -1.175 -2.544 0.040
H -2.656 -2.238 -4.743 0.101
H -0.911 -1.402 -6.284 0.092
H 0.515 0.508 -5.615 0.096
H 0.181 1.570 -3.377 0.105
```

Calculated values
Spin multiplicity = 2
Energy = -3385.0225 Eh
Gap between HOMO and LUMO (spin up / spin down) = 4.596 / 5.857 eV
Strongest force on any atom = 0.61 eV/A
Charge = -2
Energy relative to the best compared isomer or geometry (same formula, charge and spin) = 35.17 kJ/mol

---

# 6
The following is a DFT calculation (ωB97M-V with the def2-TZVPD basis set) of a molecular structure, C10H30B3F12O10Tl.

XYZ file:
```
66
Properties=species:S:1:pos:R:3:lowdin_charge:R:1
Tl 2.929 1.495 2.430 1.477
B 0.511 0.221 0.409 -1.147
F 0.598 -0.333 1.700 0.098
F 1.843 0.655 0.096 0.068
F 0.043 -0.758 -0.524 0.108
F -0.408 1.333 0.297 0.079
B 1.994 -1.402 4.167 -1.092
F 1.709 -2.070 5.354 0.137
F 1.958 -2.331 3.077 0.085
F 1.004 -0.337 3.892 0.001
F 3.302 -0.745 4.236 0.009
B 4.487 2.782 -0.378 -1.095
F 4.153 2.874 -1.770 0.088
F 5.785 3.312 -0.171 0.101
F 3.548 3.508 0.484 -0.001
F 4.440 1.391 0.046 0.016
C -0.084 -2.791 -2.935 -0.244
C -1.538 -2.650 -2.508 -0.263
O -2.251 -3.870 -2.500 -0.050
O 0.027 -3.200 -4.287 -0.055
H 0.486 -3.531 -2.347 0.119
H 0.457 -1.858 -2.786 0.117
H -1.988 -1.841 -3.103 0.131
H -1.520 -2.237 -1.491 0.076
H -2.610 -4.004 -3.387 0.091
H -0.583 -3.927 -4.453 0.076
C -3.182 -0.486 -0.124 -0.211
C -4.622 -0.924 -0.034 -0.236
O -5.047 -1.110 1.285 -0.029
O -3.011 0.870 0.232 0.026
H -2.822 -0.565 -1.173 0.137
H -2.539 -1.058 0.558 0.122
H -4.688 -1.899 -0.538 0.126
H -5.261 -0.226 -0.568 0.133
H -4.551 -1.832 1.686 0.096
H -2.045 1.004 0.429 0.072
C -0.230 -3.619 0.911 -0.171
C 0.686 -4.401 1.924 -0.136
O 1.754 -5.096 1.297 0.053
O -0.954 -2.659 1.550 0.075
H -0.933 -4.319 0.441 0.151
H 0.383 -3.206 0.099 0.130
H 0.027 -5.107 2.458 0.139
H 1.120 -3.797 2.733 0.121
H 1.519 -6.027 1.190 0.116
H -0.506 -1.795 1.465 0.086
C 1.291 3.019 -3.598 -0.207
C -0.206 3.265 -3.821 -0.249
O -0.519 4.119 -4.891 -0.037
O 1.841 4.110 -2.886 -0.023
H 1.812 2.896 -4.555 0.138
H 1.391 2.125 -2.981 0.123
H -0.647 3.621 -2.873 0.123
H -0.782 2.343 -3.914 0.117
H -0.203 5.007 -4.672 0.099
H 2.507 3.701 -2.296 0.068
C -0.524 2.752 3.097 -0.223
C 0.104 3.894 2.364 -0.195
O 1.064 3.374 1.431 -0.106
O 0.489 2.179 3.892 -0.114
H -0.943 2.067 2.359 0.113
H -1.307 3.162 3.738 0.137
H 0.512 4.684 3.010 0.136
H -0.685 4.403 1.771 0.145
H 1.302 4.031 0.759 0.114
H 0.112 1.815 4.700 0.110
```

Calculated values
Energy = -2597.1332 Eh
Gap between HOMO and LUMO = 1.923 eV
Strongest force on any atom = 3.28 eV/A